Record 1
# C20H15ClIrN2O7S

A structure of composition C20H15ClIrN2O7S (ωB97M-V/def2-TZVPD, OMol25).

Structure (XYZ):
```
47
C20H15ClIrN2O7S | OMol25 | ωB97M-V/def2-TZVPD
Ir 0.9123 0.5164 -0.2833
S 1.8504 1.5930 1.5608
C 1.0435 0.3181 2.4118
C 1.0071 0.0596 3.7829
C 0.2855 -1.0301 4.2230
C -0.3895 -1.8370 3.3092
C -0.3123 -1.5208 1.9672
N 0.3931 -0.4760 1.5371
H 1.5377 0.7087 4.4651
H 0.2419 -1.2556 5.2816
H -0.9673 -2.6928 3.6268
H -0.8267 -2.0973 1.2123
O 0.1217 -0.7583 -1.7765
C 0.9644 -1.9195 -2.0233
C 2.3523 -1.7075 -1.3361
O 3.2319 -2.5076 -1.6095
O 2.4742 -0.7414 -0.5052
C 1.1646 -2.0801 -3.5186
C 0.9176 -3.2755 -4.1761
C 1.1070 -3.3678 -5.5488
C 1.5358 -2.2644 -6.2691
C 1.7792 -1.0651 -5.6133
C 1.6005 -0.9701 -4.2431
C 0.2392 -3.0940 -1.3680
C 0.9098 -4.0698 -0.6405
C 0.2032 -5.1135 -0.0557
C -1.1724 -5.2020 -0.2024
C -1.8450 -4.2372 -0.9407
C -1.1448 -3.1884 -1.5165
H -0.1042 -0.2637 -2.5782
H 0.5817 -4.1391 -3.6172
H 0.9160 -4.3064 -6.0541
H 1.6826 -2.3380 -7.3395
H 2.1200 -0.1982 -6.1645
H 1.8053 -0.0321 -3.7388
H 1.9841 -4.0070 -0.5309
H 0.7371 -5.8598 0.5191
H -1.7203 -6.0144 0.2592
H -2.9204 -4.2889 -1.0555
H -1.6798 -2.4173 -2.0530
N 1.9653 2.2220 -2.6958
C 1.5832 1.6386 -1.7727
O -0.7763 1.7496 -0.0199
Cl -2.0567 1.2680 -0.6503
O -2.4016 0.0053 -0.0716
O -3.0219 2.2661 -0.3589
O -1.8442 1.1289 -2.0652
```

Properties
Energy above the lowest of the compared OMol25 structures with the same formula, charge and spin   0.8 kcal per mole
Net charge   -1

Record 2
# C20H15F4N2O

A cluster of 2 separate species, C20H15F4N2O in total at a distorted geometry (ωB97M-V/def2-TZVPD, OMol25).

Structure (XYZ):
```
42
C20H15F4N2O | OMol25 | ωB97M-V/def2-TZVPD
F -1.9629 4.8258 1.8158
C -1.7372 3.4690 1.7339
C -2.8415 2.6296 1.5741
C -2.5767 1.2602 1.5035
F -3.6399 0.3844 1.4033
C -1.2968 0.7444 1.4933
C -0.1688 1.6307 1.5107
C 1.0986 1.0570 1.2588
C 2.3755 1.6690 1.3476
C 3.4820 0.7882 1.5507
C 4.7556 1.2975 1.6809
F 5.8111 0.4201 1.8024
C 5.0276 2.6705 1.6419
C 3.9369 3.5216 1.4518
F 4.1706 4.8814 1.4424
C 2.6444 3.0685 1.2398
C -0.4279 3.0145 1.7623
H -3.8495 3.0207 1.4809
H -1.1195 -0.3322 1.4674
H 1.1057 -0.0244 1.0728
H 3.2904 -0.2833 1.5931
H 6.0429 3.0448 1.6896
H 1.8645 3.7652 0.9502
H 0.3817 3.7028 1.9764
C -3.7528 -4.4655 -2.3585
C -2.5761 -4.9495 -2.9441
C -1.4029 -4.1860 -2.9219
C -1.3958 -2.9304 -2.2960
C -0.0935 -2.2231 -2.1407
N -0.1312 -1.0945 -1.3398
N 1.1382 -0.5900 -0.9493
O 0.9308 -2.5850 -2.7190
C -2.5987 -2.4007 -1.7983
C -3.7563 -3.1869 -1.7877
H -4.6610 -5.0739 -2.3510
H -2.5676 -5.9321 -3.4158
H -0.4850 -4.5602 -3.3849
H -0.7705 -1.0867 -0.5566
H 1.8584 -1.1611 -1.4081
H 1.1973 0.3657 -1.3088
H -2.6349 -1.3719 -1.4306
H -4.6651 -2.7941 -1.3325
```

Properties
Energy above the lowest of the compared OMol25 structures with the same formula, charge and spin   0.0 kcal per mole
Net charge   +1

Record 3
# C20H15IrNS5

A structure of composition C20H15IrNS5 at a distorted geometry (ωB97M-V/def2-TZVPD, OMol25).

Structure (XYZ):
```
42
C20H15IrNS5 | OMol25 | ωB97M-V/def2-TZVPD
Ir -0.4858 0.0410 0.2710
S -2.7913 0.4319 -0.5790
C -2.7455 -0.7544 -1.8556
C -3.9260 -1.4356 -2.1676
C -3.9614 -2.3385 -3.2093
C -2.8197 -2.5849 -3.9603
C -1.6424 -1.9210 -3.6665
C -1.5924 -1.0216 -2.6126
S -0.1149 -0.0473 -2.3514
C 1.2346 -1.2903 -2.3286
C 2.0047 -1.3845 -1.0367
C 3.0431 -2.3046 -0.9480
C 3.7544 -2.3997 0.2353
C 3.4579 -1.5331 1.2767
C 2.4262 -0.6219 1.1142
C 2.1105 0.3833 2.1766
S 0.3670 0.2275 2.7922
C -0.1812 1.9210 2.9895
C -0.6092 2.2867 4.2544
C -1.1796 3.5341 4.4629
C -1.2815 4.4373 3.4144
C -0.8179 4.0944 2.1611
C -0.3064 2.8158 1.9162
S 0.0792 2.4070 0.2772
N 1.7030 -0.5835 -0.0142
H -4.8076 -1.2415 -1.5759
H -4.8861 -2.8359 -3.4564
H -2.8500 -3.2699 -4.7919
H -0.7676 -2.0821 -4.2775
H 1.9168 -1.0073 -3.1341
H 0.8046 -2.2602 -2.5747
H 3.2847 -2.9313 -1.7904
H 4.5439 -3.1247 0.3386
H 4.0195 -1.5598 2.1966
H 2.2269 1.3977 1.7923
H 2.7582 0.2394 3.0395
H -0.5169 1.5835 5.0664
H -1.5511 3.7936 5.4411
H -1.7310 5.4074 3.5707
H -0.8882 4.7890 1.3373
S -0.3733 -3.3395 0.4022
C -0.9561 -1.9153 0.5799
```

Properties
Energy above the lowest of the compared OMol25 structures with the same formula, charge and spin   34.8 kcal per mole
Net charge   +1